No. 1
{"formula": "C3H9ClNPS", "method": "ωB97M-V/def2-TZVPD", "smiles": "CCP(S)Cl.C=N", "de_lowest_kj_mol": 184.9, "homo_energy_ev": -8.73, "homo_lumo_gap_ev": 9.46, "largest_force_ev_per_a": 3.43, "symbols": ["Cl", "S", "P", "N", "C", "C", "C", "H", "H", "H", "H", "H", "H", "H", "H", "H"], "positions_angstrom": [[1.799, 1.161, -2.057], [1.192, 2.167, 0.837], [0.326, 1.002, -0.696], [-2.321, -0.469, -0.600], [0.775, -0.484, 0.072], [-3.364, -0.678, 0.132], [2.317, -0.667, 0.305], [2.704, 0.046, 1.080], [0.268, -1.318, -0.451], [0.247, -0.674, 1.049], [1.046, 3.399, 0.447], [2.367, -1.665, 0.674], [2.852, -0.442, -0.600], [-2.476, 0.399, -1.241], [-4.270, -0.129, 0.262], [-3.462, -1.648, 0.787]], "nbo_charge": [-0.31, -0.34, 0.78, -0.63, -0.85, -0.03, -0.61, 0.22, 0.27, 0.27, 0.14, 0.21, 0.22, 0.35, 0.16, 0.15]}


No. 2
{"formula": "C16H48O16", "method": "ωB97M-V/def2-TZVPD", "smiles": "OCCO.OCCO.OCCO.OCCO.OCCO.OCCO.OCCO.OCCO", "de_lowest_kj_mol": 99.8, "homo_energy_ev": -9.69, "homo_lumo_gap_ev": 10.00, "largest_force_ev_per_a": 3.38, "symbols": ["O", "O", "O", "O", "O", "O", "O", "O", "O", "O", "O", "O", "O", "O", "O", "O", "C", "C", "C", "C", "C", "C", "C", "C", "C", "C", "C", "C", "C", "C", "C", "C", "H", "H", "H", "H", "H", "H", "H", "H", "H", "H", "H", "H", "H", "H", "H", "H", "H", "H", "H", "H", "H", "H", "H", "H", "H", "H", "H", "H", "H", "H", "H", "H", "H", "H", "H", "H", "H", "H", "H", "H", "H", "H", "H", "H", "H", "H", "H", "H"], "positions_angstrom": [[-0.623, 0.338, 16.924], [0.122, -1.723, 18.612], [0.665, -5.516, 23.053], [-3.743, -7.216, 21.732], [-2.184, -1.855, 21.182], [-5.752, -5.271, 21.244], [1.026, -2.050, 23.986], [-1.321, 2.218, 22.108], [-3.601, -1.602, 16.661], [-1.615, -1.210, 14.624], [-3.116, 1.043, 17.186], [-1.265, -3.361, 23.462], [-2.623, 1.892, 19.767], [2.030, -3.542, 17.436], [0.040, -0.350, 22.140], [-4.412, -3.627, 18.913], [-0.532, -5.440, 22.289], [1.378, -0.782, 22.056], [-3.000, -1.218, 14.255], [-1.579, -4.725, 23.203], [-3.809, -6.579, 20.465], [-0.178, -2.930, 17.999], [1.494, -2.182, 22.668], [0.752, -3.315, 16.868], [-2.749, 1.972, 22.183], [-2.590, -2.553, 20.051], [-3.243, 2.590, 20.891], [-5.233, -6.185, 20.196], [-0.844, 1.704, 16.759], [-4.070, -2.969, 20.169], [-3.726, -2.009, 15.318], [-2.308, 1.998, 16.460], [-0.087, -0.441, 23.109], [-2.505, 1.752, 15.373], [0.725, -2.770, 22.115], [-2.553, 3.043, 16.724], [-2.883, 1.178, 18.113], [-3.800, -0.688, 16.758], [-1.958, -3.441, 19.875], [-4.323, 2.509, 20.781], [-3.390, -0.174, 14.193], [1.690, -0.829, 21.008], [0.321, -2.689, 24.046], [-5.899, -7.039, 20.074], [-0.959, -0.213, 16.161], [-4.096, -3.762, 20.902], [0.384, -4.222, 16.379], [-0.317, -4.832, 21.453], [-3.542, -7.273, 19.630], [-3.060, -5.740, 20.440], [-0.020, -0.979, 18.002], [-1.458, -5.235, 24.127], [-4.233, -2.978, 18.219], [-3.139, 2.481, 23.048], [-0.824, -6.445, 21.953], [2.127, -2.779, 18.042], [-5.279, -5.639, 19.270], [-5.542, -5.837, 22.007], [-2.562, -4.966, 22.783], [0.666, -6.434, 23.402], [0.867, -2.586, 16.071], [-1.591, -2.877, 22.713], [-4.768, -1.924, 14.899], [-1.058, -1.653, 13.965], [-0.234, 2.162, 15.940], [-1.429, -1.286, 20.975], [-3.064, 0.923, 22.088], [-1.676, 1.800, 19.987], [-3.498, -3.095, 15.289], [-2.440, -1.965, 19.104], [2.047, 0.012, 22.399], [2.413, -2.647, 22.495], [-4.686, -2.137, 20.413], [-0.151, -3.651, 18.819], [-0.626, 2.147, 17.708], [-4.332, -7.990, 21.683], [-1.178, -2.870, 17.577], [-0.768, 1.402, 22.274], [-2.855, 3.565, 20.676], [-3.131, -1.665, 13.212]], "lowdin_charge": [-0.09, -0.06, -0.08, -0.08, -0.07, -0.08, -0.05, -0.10, -0.06, -0.10, -0.11, -0.06, -0.11, -0.07, -0.10, -0.08, -0.22, -0.22, -0.22, -0.19, -0.25, -0.28, -0.22, -0.24, -0.20, -0.25, -0.19, -0.22, -0.24, -0.17, -0.25, -0.19, 0.11, 0.12, 0.11, 0.13, 0.04, 0.04, 0.10, 0.13, 0.12, 0.11, 0.04, 0.12, 0.09, 0.08, 0.12, 0.08, 0.13, 0.12, 0.06, 0.11, 0.05, 0.11, 0.12, 0.09, 0.09, 0.07, 0.11, 0.10, 0.11, 0.04, 0.13, 0.10, 0.13, 0.07, 0.12, 0.09, 0.13, 0.12, 0.12, 0.10, 0.12, 0.12, 0.11, 0.10, 0.10, 0.07, 0.11, 0.14]}


No. 3
{"formula": "C12H36FInO6S6", "method": "ωB97M-V/def2-TZVPD", "charge": 2, "de_lowest_kj_mol": 0.0, "homo_energy_ev": -13.97, "homo_lumo_gap_ev": 4.77, "largest_force_ev_per_a": 2.83, "symbols": ["In", "S", "S", "S", "S", "S", "S", "F", "O", "O", "O", "O", "O", "O", "C", "C", "C", "C", "C", "C", "C", "C", "C", "C", "C", "C", "H", "H", "H", "H", "H", "H", "H", "H", "H", "H", "H", "H", "H", "H", "H", "H", "H", "H", "H", "H", "H", "H", "H", "H", "H", "H", "H", "H", "H", "H", "H", "H", "H", "H", "H", "H"], "positions_angstrom": [[-0.257, 0.429, -0.524], [3.764, -0.421, -1.215], [-3.119, -1.625, 1.389], [-1.093, -1.900, -3.281], [2.028, 2.524, -3.392], [1.362, -0.930, 2.904], [-1.520, 1.659, 3.316], [-0.828, 3.151, -0.554], [-1.659, -1.478, 1.033], [-1.641, -0.790, -2.368], [-1.229, 1.093, 1.956], [2.295, -0.715, -1.185], [1.467, -0.693, 1.413], [1.500, 1.483, -2.426], [-1.710, 3.425, 3.021], [0.930, 2.499, -4.805], [2.875, -1.831, 3.353], [-2.558, -2.957, -3.450], [4.696, -1.706, -0.337], [4.150, 0.874, -0.027], [-3.241, -2.965, 2.608], [1.676, 0.571, 3.868], [1.471, 4.039, -2.633], [-1.091, -1.156, -4.923], [-3.220, 1.218, 3.781], [-3.801, -2.556, -0.001], [3.060, -1.815, 4.434], [-2.083, -0.737, -5.091], [-3.495, 1.412, 4.817], [-4.015, 1.636, 3.163], [-2.292, 3.571, 2.109], [1.822, 4.039, -1.603], [-0.343, -0.368, -4.958], [-0.888, -1.917, -5.676], [0.384, 4.127, -2.568], [2.765, -2.909, 3.249], [-0.091, 2.562, -4.429], [4.304, -1.723, 0.685], [-4.882, -2.645, 0.056], [-3.256, -3.498, -0.049], [3.678, 0.601, 0.921], [3.772, -1.388, 2.927], [-2.577, -3.330, -4.475], [-3.480, -1.962, -0.858], [-0.754, 3.920, 2.858], [4.451, -2.725, -0.637], [-3.473, -2.370, -3.365], [1.174, 3.321, -5.480], [0.957, 1.281, 3.471], [3.729, 1.853, -0.250], [-2.991, -2.613, 3.607], [5.774, -1.575, -0.298], [-3.191, 0.135, 3.652], [-2.219, 3.919, 3.849], [2.679, 0.985, 3.766], [1.808, 4.940, -3.146], [5.221, 0.936, 0.160], [-4.263, -3.328, 2.525], [-2.530, -3.780, -2.741], [1.002, 1.604, -5.422], [-2.508, -3.733, 2.360], [1.502, 0.333, 4.916]], "nbo_charge": [1.90, 1.29, 1.25, 1.25, 1.29, 1.26, 1.25, -0.68, -1.00, -1.01, -1.04, -0.97, -0.99, -1.01, -0.83, -0.83, -0.83, -0.81, -0.84, -0.83, -0.80, -0.81, -0.84, -0.80, -0.82, -0.81, 0.26, 0.25, 0.26, 0.25, 0.26, 0.26, 0.25, 0.26, 0.27, 0.26, 0.25, 0.23, 0.26, 0.24, 0.24, 0.24, 0.26, 0.24, 0.25, 0.26, 0.26, 0.26, 0.24, 0.25, 0.25, 0.26, 0.23, 0.25, 0.24, 0.25, 0.26, 0.25, 0.26, 0.24, 0.25, 0.26]}


No. 4
{"formula": "CH4NO2S", "method": "ωB97M-V/def2-TZVPD", "smiles": "C[S@](=N)(=O)[O-]", "charge": -1, "de_lowest_kj_mol": 284.4, "homo_energy_ev": -3.99, "homo_lumo_gap_ev": 8.31, "largest_force_ev_per_a": 3.62, "symbols": ["S", "O", "O", "N", "C", "H", "H", "H", "H"], "positions_angstrom": [[-0.857, 0.072, -0.072], [-1.127, 0.696, -1.352], [-1.511, -1.237, 0.209], [-0.934, 1.017, 1.221], [0.981, -0.429, -0.201], [1.581, 0.173, -0.852], [0.957, -1.502, -0.696], [-0.429, 1.726, 0.796], [1.340, -0.516, 0.947]], "nbo_charge": [2.23, -1.03, -1.02, -1.20, -0.90, 0.20, 0.21, 0.30, 0.22]}